1.
The following is a quantum chemistry calculation of a structure of composition C34H44BN8O3PSe2Sr, from the OMol25 dataset.

Computed properties:
Maximum force = 0.0269 hartree/bohr
LUMO = 4.06 eV
HOMO level = -2.36 eV
Orbital gap = 6.4 eV

Geometry as ORCA input:
```
! RIJCOSX wB97M-V def2-TZVPD def2/J DEFGRID3
* xyz -2 1
Sr -0.2404 0.3408 0.3480
N 1.8518 1.3154 -1.1353
C 1.3376 2.5371 -1.7776
C 0.4359 3.3900 -0.8549
O 0.6181 4.6249 -0.8563
N -0.4686 2.6812 -0.2128
C -1.4617 3.3798 0.5758
C -2.0929 2.5207 1.7095
O -2.6838 3.1097 2.6163
O -1.9430 1.2539 1.6042
H 2.6717 1.5198 -0.5766
H 2.1154 0.6277 -1.8304
H 0.7151 2.2055 -2.6124
H 2.1407 3.1760 -2.1600
H -2.3054 3.6866 -0.0592
H -1.0738 4.3005 1.0276
C -4.5934 -2.4581 0.1596
C -3.1171 -2.4785 -0.2174
C -2.8410 -3.5435 -1.2766
C -2.2403 -2.6737 0.9881
C -2.5573 -3.2464 2.2307
C -1.3779 -3.1808 2.9368
N -0.4325 -2.6320 2.1582
N -0.9634 -2.3194 0.9466
B 1.0058 -2.3489 2.6408
N 1.1806 -0.9544 3.3046
C 1.2794 -0.7277 4.6211
C 1.3302 0.6346 4.8361
C 1.2290 1.1860 3.5521
N 1.1616 0.2237 2.6404
C 1.1826 2.6225 3.1167
C 2.4611 3.0187 2.3810
C 0.9096 3.5603 4.2882
N 2.0625 -2.5782 1.5537
C 3.1475 -3.3475 1.7222
C 3.9154 -3.2830 0.5809
C 3.1964 -2.4144 -0.2557
N 2.0845 -1.9916 0.3358
C 3.5218 -2.0041 -1.6665
C 2.5022 -2.5818 -2.6401
C 4.9353 -2.4182 -2.0674
H -5.2034 -2.2777 -0.7267
H -4.9034 -3.4189 0.5815
H -4.8100 -1.6788 0.8901
H -2.8638 -1.5048 -0.6496
H -3.0509 -4.5397 -0.8748
H -3.4720 -3.3840 -2.1528
H -1.8021 -3.5104 -1.6042
H -3.5085 -3.6246 2.5602
H -1.1254 -3.4897 3.9384
H 1.2252 -3.1365 3.5338
H 1.3039 -1.5651 5.2989
H 1.3943 1.1584 5.7729
H 0.3507 2.7152 2.4140
H 3.3437 2.7965 2.9886
H 2.5544 2.4782 1.4407
H 2.4503 4.0834 2.1417
H 1.7234 3.5240 5.0202
H 0.8253 4.5865 3.9292
H -0.0223 3.3038 4.7913
H 3.2762 -3.8819 2.6486
H 4.8434 -3.7866 0.3777
H 3.4756 -0.9113 -1.7034
H 2.5724 -3.6735 -2.6395
H 1.4823 -2.3231 -2.3644
H 2.6771 -2.2269 -3.6580
H 5.0426 -3.5048 -2.0291
H 5.1519 -2.1009 -3.0892
H 5.6875 -1.9822 -1.4080
Se -3.3781 1.7964 -3.3383
P -2.3818 0.0714 -4.0643
Se -0.7357 -0.7273 -2.9317
C -1.8553 0.2888 -5.8060
C -2.8026 0.7184 -6.7335
C -2.4612 0.8604 -8.0650
C -1.1620 0.5861 -8.4841
C -0.2161 0.1741 -7.5623
C -0.5631 0.0234 -6.2249
C -3.5586 -1.3306 -4.2948
C -3.1488 -2.4720 -4.9805
C -4.0046 -3.5461 -5.1343
C -5.2849 -3.5007 -4.5883
C -5.6929 -2.3735 -3.8977
C -4.8341 -1.2891 -3.7566
H -3.8041 0.9547 -6.3944
H -3.2071 1.1921 -8.7772
H -0.8924 0.7025 -9.5276
H 0.7992 -0.0329 -7.8790
H 0.1621 -0.3041 -5.4892
H -2.1435 -2.5283 -5.3819
H -3.6703 -4.4287 -5.6663
H -5.9537 -4.3465 -4.6955
H -6.6819 -2.3293 -3.4573
H -5.1395 -0.3957 -3.2232
*
```

=====

2.
The following is a quantum chemistry calculation of a structure of composition C34H44BrCoINO3, from the OMol25 dataset.

Computed properties:
Maximum force = 0.0163 hartree/bohr
LUMO (spin up / spin down) = 2.29 / 2.29 eV
HOMO level (spin up / spin down) = -4.19 / -4.16 eV
Orbital gap (spin up / spin down) = 6.5 / 6.4 eV

Geometry as ORCA input:
```
! RIJCOSX wB97M-V def2-TZVPD def2/J DEFGRID3
* xyz -1 2
Co -2.0687 -0.9468 -0.8598
C 2.3597 -0.1229 4.8737
C 2.2667 -1.3539 3.9608
C 2.2473 -2.6227 4.8254
C 3.5237 -1.3953 3.0901
C 0.9867 -1.2774 3.1258
C 1.0125 -1.2261 1.7373
C -0.1838 -1.1423 1.0311
N -0.3694 -1.0898 -0.3406
C 0.5449 -0.9045 -1.3678
C 1.9008 -1.2048 -1.3993
C 2.6418 -0.9529 -2.5512
C 1.9925 -0.4240 -3.6635
C 0.6239 -0.1438 -3.6834
C -0.0967 -0.3933 -2.5123
O -1.4055 -0.1633 -2.3814
C -0.0813 0.4194 -4.9159
C -0.7123 1.7793 -4.5767
C 0.8826 0.6275 -6.0860
C -1.1759 -0.5592 -5.3695
C 4.1357 -1.2886 -2.5511
C 4.8167 -0.9240 -3.8710
C 4.3243 -2.7947 -2.3187
C 4.8391 -0.5156 -1.4261
C -1.4185 -1.0344 1.7037
O -2.4668 -0.7802 0.9200
C -1.4694 -1.1415 3.1006
C -0.2487 -1.2546 3.7674
C -2.7492 -1.1020 3.9467
C -2.7219 0.1482 4.8392
C -4.0523 -1.0731 3.1408
C -2.7956 -2.3533 4.8387
H 3.2800 -0.1500 5.4650
H 1.5140 -0.0781 5.5614
H 2.3562 0.7931 4.2799
H 3.1763 -2.7120 5.3964
H 2.1392 -3.5097 4.1984
H 1.4163 -2.6098 5.5317
H 4.4089 -1.4550 3.7277
H 3.6143 -0.4991 2.4729
H 3.5247 -2.2661 2.4308
H 1.9496 -1.2200 1.2089
H 2.3734 -1.6627 -0.5442
H 2.5666 -0.2276 -4.5558
H 0.0497 2.4701 -4.2071
H -1.4787 1.6726 -3.8118
H -1.1637 2.2160 -5.4728
H 1.6776 1.3338 -5.8355
H 0.3289 1.0333 -6.9357
H 1.3427 -0.3111 -6.4037
H -1.9357 -0.6745 -4.5993
H -0.7449 -1.5419 -5.5749
H -1.6491 -0.1939 -6.2862
H 4.3870 -1.4753 -4.7095
H 5.8791 -1.1735 -3.8140
H 4.7318 0.1436 -4.0835
H 3.8151 -3.3676 -3.0960
H 3.9133 -3.1016 -1.3561
H 5.3868 -3.0554 -2.3334
H 4.6988 0.5595 -1.5553
H 5.9121 -0.7288 -1.4270
H 4.4423 -0.7876 -0.4469
H -0.2666 -1.3086 4.8500
H -2.6658 1.0498 4.2260
H -1.8635 0.1443 5.5135
H -3.6321 0.1998 5.4439
H -4.1382 -0.1706 2.5401
H -4.8918 -1.1107 3.8425
H -4.1252 -1.9216 2.4621
H -1.9428 -2.4073 5.5169
H -2.7958 -3.2563 4.2254
H -3.7076 -2.3469 5.4422
Br -6.7964 3.2427 -1.2864
C -5.4368 4.4528 -0.7653
C -5.7906 5.7890 -0.6263
C -4.8407 6.7217 -0.2486
C -3.5354 6.3160 -0.0105
C -3.1884 4.9834 -0.1503
C -4.1329 4.0306 -0.5292
I -3.5006 2.0563 -0.7073
H -6.8126 6.0864 -0.8167
H -5.1223 7.7612 -0.1421
H -2.7832 7.0358 0.2849
H -2.1717 4.6637 0.0345
O -2.8547 -2.2219 -1.3507
*
```

=====

3.
The following is a quantum chemistry calculation of a structure of composition C34H44CdN8O8SSe, from the OMol25 dataset.

Computed properties:
Maximum force = 0.0715 hartree/bohr
LUMO = -1.88 eV
HOMO level = -6.71 eV
Orbital gap = 4.8 eV

Geometry as ORCA input:
```
! RIJCOSX wB97M-V def2-TZVPD def2/J DEFGRID3
* xyz 0 1
Cd 1.1939 -0.1589 -0.4493
N 3.7096 0.6900 -0.1625
C 3.5160 2.0103 0.4264
C 4.8946 2.6868 0.5607
C 5.0672 4.0717 1.1929
C 4.4994 4.1898 2.6397
N 3.0760 4.3716 2.4694
C 2.2586 4.8150 3.4085
N 2.6418 4.7078 4.7003
N 1.0586 5.3281 3.1110
C 2.4138 2.7728 -0.3092
O 2.3432 4.0164 -0.1812
O 1.5918 2.0480 -0.9844
H 4.2581 0.0469 0.4551
H 4.2506 0.7788 -1.0322
H 3.1415 1.8467 1.4609
H 5.4133 2.7656 -0.4009
H 5.4832 1.9450 1.1393
H 4.6506 4.8587 0.5338
H 6.1313 4.2978 1.2521
H 4.9198 5.0524 3.1753
H 4.7302 3.2626 3.2239
H 2.7507 4.4017 1.4907
H 3.3088 3.9757 4.9189
H 1.9697 4.9143 5.4250
H 0.8066 5.5158 2.1406
H 0.3295 5.3846 3.7886
O -0.1287 -1.8142 2.3072
C 0.8343 -1.0752 2.5137
O 1.6272 -0.5278 1.6469
C 1.0357 -0.6230 3.9446
C 0.0325 -0.8410 4.8984
C 0.2062 -0.2784 6.1817
C 1.3254 0.3953 6.6016
C 2.3047 0.5947 5.6292
C 2.2139 0.0676 4.3286
N 3.3528 1.5485 5.9395
O 3.4947 1.9190 7.1497
O 4.0987 2.0024 5.0485
N -0.7559 -0.5060 7.2155
O -1.6882 -1.2695 6.9795
O -0.5518 0.1390 8.2458
H -0.8400 -1.3809 4.5748
H 1.5319 0.7570 7.6378
H 3.0233 0.1772 3.5908
C -4.0705 3.1074 -5.3995
C -2.9502 2.0815 -5.2740
C -2.1747 2.1394 -3.8932
C -1.1325 0.9927 -3.7038
N -1.6881 -0.2579 -3.2367
C -2.0368 -0.5109 -1.9311
Se -1.6770 0.6203 -0.5204
N -2.5258 -1.7867 -1.8550
C -2.9194 -2.4322 -0.5437
C -4.3377 -2.0135 -0.0868
C -5.5276 -2.7474 -0.7077
C -5.8464 -2.4488 -2.1547
C -2.5167 -2.3566 -3.1388
C -2.6700 -3.7074 -3.5461
C -2.3309 -3.9761 -4.8816
C -1.8923 -2.9904 -5.7493
C -1.6268 -1.7241 -5.3142
C -1.9693 -1.4177 -4.0060
H -4.6757 2.9847 -6.2941
H -3.6169 4.1270 -5.4955
H -4.8143 3.0852 -4.5959
H -2.1825 2.1709 -5.9998
H -3.3446 1.1001 -5.4256
H -2.7865 2.1704 -3.0008
H -1.6094 3.0749 -3.8810
H -0.5086 1.3875 -2.8318
H -0.4834 0.8343 -4.5956
H -2.1933 -2.1077 0.2195
H -2.8397 -3.5048 -0.7541
H -4.4274 -0.9260 -0.1912
H -4.3993 -2.1272 1.0033
H -6.4254 -2.5160 -0.1461
H -5.3872 -3.7890 -0.5255
H -5.3974 -1.4983 -2.5104
H -6.8988 -2.4228 -2.3364
H -5.4634 -3.1988 -2.8565
H -3.1187 -4.4664 -2.8885
H -2.3918 -4.9976 -5.2841
H -1.7547 -3.2692 -6.8121
H -1.1471 -1.0156 -6.0214
S 1.0377 -1.8643 -2.3596
C 1.1267 -3.3965 -1.5763
C 0.6507 -3.5764 -0.2562
C 0.7001 -4.8336 0.3660
C 1.2927 -5.9123 -0.2436
C 1.7127 -5.7456 -1.5581
C 1.6905 -4.5223 -2.2323
H 0.2234 -2.7805 0.3243
H 0.2384 -4.9727 1.3480
H 1.4606 -6.8685 0.2439
H 2.0718 -6.6268 -2.0589
H 2.0282 -4.4482 -3.2584
*
```

=====

4.
The following is a quantum chemistry calculation of a cluster of 5 separate species, C34H44FINO14P in total, from the OMol25 dataset.

Computed properties:
Maximum force = 0.1564 hartree/bohr
LUMO = -0.60 eV
HOMO level = -8.87 eV
Orbital gap = 8.3 eV

Geometry as ORCA input:
```
! RIJCOSX wB97M-V def2-TZVPD def2/J DEFGRID3
* xyz 0 1
C -1.4664 -1.5469 0.4942
C -0.2209 -2.5696 0.9432
I -1.0699 -3.7329 2.6491
C 0.0860 -3.5007 -0.3752
P 1.8516 -4.2348 -0.4517
F 2.0935 -3.9745 1.3014
C 2.0480 -6.1319 -0.0496
C 3.1399 -6.4134 1.1589
O 2.7933 -7.3096 2.0864
C 3.4397 -3.2620 -0.7760
C 3.2174 -1.7528 -1.4550
O 3.9295 -1.4977 -2.5581
C 2.2250 -0.5921 -0.8697
C 0.9487 -0.1536 -1.8550
C -0.1406 1.0181 -1.4962
C 0.0241 1.8534 -0.0616
C 1.2626 1.4007 0.9207
C 2.3714 0.2118 0.5506
C 1.6400 -4.7989 -2.3073
C 0.3238 -5.7524 -2.5153
C 0.0533 -6.2747 -4.0816
C 1.2334 -5.7082 -5.0972
C 2.5096 -4.7908 -4.6828
N 2.6692 -4.3462 -3.2726
H -1.7287 -1.6183 -0.6437
H -2.4606 -1.8591 1.0763
H -1.1964 -0.4743 0.8763
H 0.6529 -1.8627 1.2669
H -0.7807 -4.3217 -0.3956
H -0.0069 -2.7734 -1.3174
H 2.4319 -6.7461 -0.9826
H 0.9848 -6.5296 0.2877
H 4.1906 -5.9071 1.2590
H 4.3208 -3.8672 -1.3075
H 3.9024 -3.0061 0.2973
H 0.8201 -0.7265 -2.8870
H -1.0039 1.2286 -2.2642
H -0.7507 2.7128 0.1644
H 1.3823 1.9679 1.9515
H 3.2438 -0.0405 1.2888
H -0.4180 -6.0757 -1.6375
H -0.8590 -6.9319 -4.4057
H 1.1346 -6.0051 -6.2439
H 3.3283 -4.4593 -5.4777
C 1.0010 6.5973 3.6076
C -0.0073 5.4789 3.7764
C 0.5909 4.1071 3.7015
O -0.5099 3.3214 3.2814
C -1.3259 4.1550 2.5656
O -2.2739 3.7858 1.8958
O -0.9325 5.4586 2.7013
H 0.4902 7.5565 3.4749
H 1.6599 6.6658 4.4788
H 1.6185 6.4455 2.7155
H -0.5761 5.6233 4.7031
H 0.9686 3.7602 4.6675
H 1.3857 4.0156 2.9524
C 5.1350 -5.6948 4.3059
C 4.8515 -4.2604 4.7034
C 4.3491 -3.4076 3.5783
O 4.7346 -2.1087 3.9902
C 5.8430 -2.2682 4.7769
O 6.5564 -1.3574 5.1580
O 6.0438 -3.5883 5.0760
H 5.6776 -6.2130 5.1032
H 4.2059 -6.2360 4.1018
H 5.7688 -5.7430 3.4135
H 4.1725 -4.2370 5.5645
H 3.2641 -3.4696 3.4563
H 4.8304 -3.6217 2.6172
C -2.8101 4.7101 -6.3918
C -3.4266 3.8363 -5.3183
C -2.8572 4.0632 -3.9509
O -3.0996 2.8215 -3.3144
C -3.1146 1.8781 -4.3057
O -3.1132 0.6752 -4.1143
O -3.1290 2.4673 -5.5407
H -3.1172 4.3696 -7.3859
H -3.1116 5.7549 -6.2677
H -1.7160 4.6586 -6.3674
H -4.5180 3.9458 -5.3264
H -3.3570 4.8765 -3.4174
H -1.7765 4.2456 -3.9508
C -6.8219 4.7721 1.9650
C -6.6794 5.0843 0.4892
C -5.3716 4.6490 -0.0990
O -5.2279 5.5305 -1.1980
C -5.9052 6.6724 -0.8658
O -5.8464 7.7166 -1.4901
O -6.6555 6.4845 0.2630
H -7.6982 5.2798 2.3809
H -6.9266 3.6952 2.1296
H -5.9552 5.1281 2.5328
H -7.5309 4.6714 -0.0655
H -5.3880 3.6087 -0.4359
H -4.5185 4.7944 0.5735
*
```

=====

5.
The following is a quantum chemistry calculation of a structure of composition C34H45ClO6P2RbSi, from the OMol25 dataset.

Computed properties:
Maximum force = 0.0645 hartree/bohr
LUMO = 1.73 eV
HOMO level = -0.65 eV
Orbital gap = 2.4 eV

Geometry as ORCA input:
```
! RIJCOSX wB97M-V def2-TZVPD def2/J DEFGRID3
* xyz -1 1
Rb 0.6392 1.4356 1.8380
O -2.0129 1.9722 3.9650
Cl -2.3956 0.6525 3.4598
O -3.3667 -0.0149 4.2707
O -1.1561 -0.1944 3.3511
O -2.9296 0.8295 2.0584
C -0.4605 4.6471 0.2771
O 0.7298 4.1511 0.9677
C 1.1978 5.1061 1.9781
C 1.2201 4.4769 3.3855
O 2.4842 3.7747 3.5615
C 2.5715 2.9627 4.7948
H -1.3494 4.5325 0.9176
H -0.5266 4.0582 -0.6393
H -0.3198 5.7234 0.0264
H 0.4984 5.9857 1.9342
H 2.2244 5.3949 1.6739
H 0.3678 3.8280 3.5663
H 1.1853 5.2893 4.1505
H 1.8897 2.0994 4.7003
H 2.3396 3.5406 5.6998
H 3.6063 2.5878 4.8641
C 0.3221 -1.6046 -1.3868
C -0.9123 -2.0795 -0.6328
P -0.4557 -2.7266 1.0452
C -2.0756 -2.9941 1.8812
C -3.3076 -2.7203 1.2752
C -4.4631 -2.8811 2.0404
C -4.4074 -3.3336 3.3447
C -3.1633 -3.6985 3.8803
C -1.9791 -3.5399 3.1736
C -0.0094 -4.4822 0.7063
C -0.8915 -5.5350 0.3490
C -0.4079 -6.8488 0.1857
C 0.9220 -7.1578 0.4866
C 1.7809 -6.1407 0.8897
C 1.3380 -4.8106 1.0141
C 0.0839 -0.8123 -2.6617
P -0.1433 1.0180 -2.4223
C 0.1891 1.7312 -4.0870
C 0.7558 3.0122 -4.0927
C 0.8645 3.7112 -5.2849
C 0.5060 3.1065 -6.5016
C 0.0305 1.8022 -6.5080
C -0.1451 1.0944 -5.3133
C -1.9572 1.1191 -2.2797
C -2.4529 1.4201 -1.0171
C -3.8386 1.3455 -0.8216
C -4.6967 0.9574 -1.8424
C -4.2003 0.7387 -3.1125
C -2.8215 0.8448 -3.3385
H 0.9386 -2.4916 -1.5769
H 0.9614 -1.0514 -0.6963
H -1.5069 -2.8032 -1.1987
H -1.6294 -1.2659 -0.4302
H -3.3081 -2.3085 0.2907
H -5.3862 -2.5698 1.6041
H -5.3107 -3.4785 3.9617
H -3.1152 -4.1059 4.8914
H -0.9816 -3.7905 3.5960
H -1.9286 -5.2835 0.1033
H -1.1007 -7.6327 -0.0737
H 1.2789 -8.1832 0.3471
H 2.8016 -6.3838 1.1671
H 2.0347 -3.9711 1.3049
H -0.8103 -1.1951 -3.1403
H 0.9615 -0.9084 -3.3315
H 1.0631 3.4583 -3.1356
H 1.2350 4.7538 -5.2835
H 0.5542 3.6816 -7.4445
H -0.2224 1.3352 -7.4542
H -0.5052 0.0649 -5.2813
H -1.7464 1.6693 -0.2434
H -4.3232 1.5682 0.1300
H -5.7498 0.7948 -1.6307
H -4.8901 0.4539 -3.8921
H -2.4239 0.6121 -4.3486
C 5.2485 2.2724 0.1109
Si 5.0929 0.3715 0.3108
C 4.1558 -0.4075 1.7851
C 5.0003 -0.5588 -1.3766
H 6.2638 2.5889 0.3326
H 4.5676 2.9239 0.6718
H 5.0772 2.4829 -0.9527
H 4.7960 -1.1773 2.1860
H 3.2062 -0.8568 1.5007
H 3.9506 0.3685 2.5390
H 5.5275 -0.1190 -2.2103
H 3.9415 -0.6486 -1.6693
H 5.3806 -1.5832 -1.2334
*
```

=====

| no. | DFT total energy (eV) |
| --- | --- |
| 1 | -195539.9747 |
| 2 | -159376.0917 |
| 3 | -145016.7877 |
| 4 | -86215.8836 |
| 5 | -87897.0944 |